{
  "formula": "C4H8N2O2",
  "method": "ωB97M-V with the def2-TZVPD basis set",
  "species": ["N", "C", "O", "O", "H", "H", "H", "C", "C", "N", "C", "H", "H", "H", "H", "H"],
  "xyz": [[1.8239, 0.2979, -0.6238], [1.8313, 1.2268, 0.4014], [1.0583, 2.1316, 0.4898], [2.8543, 1.0790, 1.2706], [0.9615, 0.3039, -1.1446], [2.0366, -0.6470, -0.3566], [3.5219, 0.5073, 0.8798], [-1.1006, -1.9514, -1.3805], [-1.5787, -0.7752, -0.9736], [-2.1547, -0.5581, 0.2806], [-3.2215, -1.1717, 0.5542], [-1.1241, -2.8034, -0.7182], [-0.6603, -2.0631, -2.3605], [-1.4719, 0.1220, -1.5750], [-3.6599, -1.0443, 1.5373], [-3.6959, -1.8373, -0.1677]],
  "atomic_forces_ev_per_a": [[-0.1, -0.3, -0.1], [0.0, 0.1, -0.3], [-0.3, 0.3, 0.2], [0.1, 0.0, 0.2], [-0.1, 0.2, 0.0], [0.2, -0.2, 0.1], [0.1, -0.1, 0.0], [-0.1, 0.3, 0.0], [0.3, -0.3, -0.2], [0.0, 0.2, 0.1], [0.2, 0.0, 0.1], [-0.1, -0.2, 0.0], [0.1, 0.0, 0.0], [-0.1, 0.0, 0.0], [-0.1, 0.0, 0.0], [-0.2, -0.1, 0.0]],
  "total_charge": 0,
  "orbital_gap_ev": 10.1,
  "smiles": "NC(=O)O.C=CN=C",
  "homo_energy_ev": -9.5,
  "largest_force_ev_per_a": 0.413,
  "mol_weight_g_mol": 116.1,
  "relative_energy_kcal_mol": 48.38
}